No. 1
Below is C3H5NO in the gas phase in a non-equilibrium geometry, with properties calculated with ωB97M-V/def2-TZVPD.

## Properties
largest force on an atom: 3.7 eV Å⁻¹
E_HOMO: -9.6 eV
multiplicity: 1
energy: -247.23303 hartree
LUMO: 0.9 eV
frontier orbital gap: 10.5 eV
SMILES: O=CN1CC1

Positions of all 10 atoms, in Å:
C1 1.14399 -0.48514 0.02277
C2 -1.61347 -0.52774 0.02020
C3 -1.11000 0.85605 -0.02719
H1 1.22272 -1.57624 -0.18483
H2 -2.05105 -0.92510 -0.86550
H3 -2.02718 -0.88366 1.02037
H4 -1.06421 1.32052 0.91338
H5 -1.23112 1.52022 -0.80626
N1 -0.19630 -0.16044 -0.04556
O1 2.00022 0.32604 0.01839


No. 2
Below is C3H5NO in the gas phase, with properties calculated with ωB97M-V/def2-TZVPD.

## Properties
largest force on an atom: 0.6 eV Å⁻¹
E_HOMO: -9.1 eV
multiplicity: 1
energy: -247.24729 hartree
LUMO: 0.9 eV
frontier orbital gap: 10.0 eV
SMILES: N=C=CCO

Positions of all 10 atoms, in Å:
O1 -1.76529 0.44554 0.00139
C1 -0.82698 -0.61840 -0.04416
C2 0.42211 -0.10905 -0.70057
C3 1.41711 0.34364 0.02409
N1 2.36874 0.66097 0.73182
H1 -2.59128 0.09708 0.35779
H2 -0.58879 -0.98597 0.96528
H3 -1.22371 -1.46842 -0.61882
H4 2.33186 1.62489 1.06123
H5 0.45623 0.00972 -1.77806


No. 3
Below is C3H5NO in the gas phase in a non-equilibrium geometry, with properties calculated with ωB97M-V/def2-TZVPD.

## Properties
largest force on an atom: 3.8 eV Å⁻¹
E_HOMO (alpha / beta): -9.0 / -8.6 eV
multiplicity: 1
energy: -247.16134 hartree
LUMO (alpha / beta): -1.0 / -0.4 eV
frontier orbital gap (alpha / beta): 8.0 / 8.2 eV
SMILES: [H]/N=C(/C)C=O

Positions of all 10 atoms, in Å:
C1 -1.30954 -0.46242 0.02236
C2 0.04551 0.14278 0.06704
C3 1.30890 -0.37986 -0.17281
N1 0.27916 1.49301 -0.03246
O1 2.06788 0.63288 -0.47265
H1 0.92355 1.82732 0.68552
H2 1.68088 -1.40173 -0.11581
H3 -1.73307 -0.57162 1.02337
H4 -1.28153 -1.44890 -0.44074
H5 -1.98174 0.16854 -0.56383


No. 4
Below is C3H5NO in the gas phase in a non-equilibrium geometry, with properties calculated with ωB97M-V/def2-TZVPD.

## Properties
largest force on an atom: 9.1 eV Å⁻¹
E_HOMO: -10.9 eV
multiplicity: 1
energy: -247.23128 hartree
LUMO: 0.6 eV
frontier orbital gap: 11.5 eV
SMILES: N#CCCO

Positions of all 10 atoms, in Å:
C1 -0.78769 0.05673 0.39006
C2 0.42629 0.74625 -0.11069
C3 1.53592 -0.09786 0.12797
H1 -1.14316 -1.61726 -0.96832
H2 -0.71005 -0.00617 1.56315
H3 -1.56489 0.60035 0.05122
H4 0.56833 1.82544 -0.02203
H5 0.37709 0.87027 -1.16730
N1 2.26752 -1.07835 0.14755
O1 -0.96936 -1.29940 -0.01161


No. 5
Below is 2 unconnected molecules or ions with the total composition C3H5NO in a non-equilibrium geometry, with properties calculated with ωB97M-V/def2-TZVPD.

## Properties
largest force on an atom: 3.2 eV Å⁻¹
E_HOMO (alpha / beta): -7.1 / -11.9 eV
multiplicity: 3
energy: -247.11385 hartree
⟨S²⟩: 2.0041
LUMO (alpha / beta): 0.8 / -0.8 eV
frontier orbital gap (alpha / beta): 8.0 / 11.1 eV

Positions of all 10 atoms, in Å:
C1 0.25068 0.95522 -0.41988
C2 -2.35572 -0.33085 0.94884
C3 0.86996 -0.35129 -0.19427
N1 -0.16565 2.03055 -0.41606
O1 -2.54382 0.29262 -0.16458
H1 -2.29126 1.17531 0.09655
H2 -2.54912 -1.31898 0.72893
H3 1.98915 -0.12756 -0.24172
H4 0.61331 -1.06304 -0.95586
H5 0.62031 -0.81017 0.76890


No. 6
Below is C3H5NO2 in the gas phase in a non-equilibrium geometry, with properties calculated with ωB97M-V/def2-TZVPD.

## Properties
largest force on an atom: 1.9 eV Å⁻¹
E_HOMO: -10.2 eV
multiplicity: 1
energy: -322.48023 hartree
LUMO: 0.9 eV
frontier orbital gap: 11.2 eV
SMILES: [H]/N=C1/COCO1

Positions of all 11 atoms, in Å:
N1 -0.09022 1.47603 1.37378
C1 -0.05361 0.37698 0.77352
C2 1.18084 -0.24023 0.30413
O1 0.64240 -0.01299 -1.15278
C3 -0.68150 -0.53904 -1.12733
O2 -1.10709 -0.33690 0.22445
H1 -1.05896 1.75781 1.44205
H2 2.08699 0.34784 0.52960
H3 1.31282 -1.27165 0.72021
H4 -1.42829 -0.03213 -1.77822
H5 -0.66093 -1.59954 -1.41555


No. 7
Below is 2 unconnected molecules or ions with the total composition C3H5NO2, with properties calculated with ωB97M-V/def2-TZVPD.

## Properties
largest force on an atom: 0.5 eV Å⁻¹
E_HOMO (alpha / beta): -9.4 / -9.4 eV
multiplicity: 1
energy: -322.37803 hartree
LUMO (alpha / beta): -0.9 / -0.9 eV
frontier orbital gap (alpha / beta): 8.5 / 8.5 eV

Positions of all 11 atoms, in Å:
C1 0.44307 -0.79691 -1.28477
N1 -0.15993 -1.84115 0.66212
C2 -0.57221 -0.85994 1.19101
O1 -0.44134 0.44840 0.10305
C3 -0.07109 1.67759 0.47738
O2 -0.19116 2.13268 1.58618
H1 -0.23042 -1.56047 -1.65394
H2 1.40759 -1.14889 -0.94090
H3 0.44701 0.12692 -1.85056
H4 -1.00672 -0.41358 2.07576
H5 0.37520 2.23535 -0.36533


No. 8
Below is 2 unconnected molecules or ions with the total composition C3H5NO2 in a non-equilibrium geometry, with properties calculated with ωB97M-V/def2-TZVPD.

## Properties
largest force on an atom: 4.8 eV Å⁻¹
E_HOMO: -9.4 eV
multiplicity: 1
energy: -322.39556 hartree
LUMO: -0.6 eV
frontier orbital gap: 8.9 eV

Positions of all 11 atoms, in Å:
C1 -0.49833 1.10723 1.51006
C2 1.11781 -0.54485 -1.01108
C3 -0.83936 -0.12349 0.85420
N1 -0.18507 2.12238 1.98061
O1 -1.57214 -0.19531 -0.20726
O2 1.14978 -0.00202 0.25984
H1 1.97227 -0.39434 -1.72589
H2 0.19862 0.00978 -1.43377
H3 0.87280 -1.65434 -1.07403
H4 -0.70632 -0.89005 1.66142
H5 -1.51006 0.56501 -0.81411


Question: What is the energy in the second record?
Answer: -247.24729 hartree